Run one
{
  "formula": "CO4S",
  "method": "the ωB97M-V functional and the def2-TZVPD basis",
  "symbols": ["C", "O", "O", "O", "O", "S"],
  "coordinates": [[-1.327, 0.028, 0.049], [0.368, -0.768, -0.101], [-1.122, 0.897, -0.671], [2.648, 0.109, -0.222], [-1.856, -0.627, 0.857], [1.289, 0.361, 0.088]],
  "s_squared": 2.011,
  "multiplicity": 3,
  "total_charge": 0,
  "homo_ev": [-9.3, -12.0],
  "orbital_gap_ev": [9.88, 6.67]
}


Run two
{
  "formula": "CO4S",
  "method": "the ωB97M-V functional and the def2-TZVPD basis",
  "symbols": ["C", "O", "O", "O", "O", "S"],
  "coordinates": [[0.221, -0.959, -1.579], [-0.060, -0.927, -0.491], [-0.394, 1.613, 0.525], [0.265, 0.661, 2.632], [0.595, -1.062, -2.653], [-0.626, 0.674, 1.566]],
  "s_squared": 2.010,
  "multiplicity": 3,
  "total_charge": 0,
  "homo_ev": [-8.0, -12.3],
  "orbital_gap_ev": [8.47, 8.04]
}


Top of the stability list: run two, leading by 74.4 kJ/mol.


Run one
{
  "formula": "C4H16NO2",
  "method": "the ωB97M-V functional and the def2-TZVPD basis",
  "symbols": ["C", "C", "C", "C", "N", "H", "H", "H", "H", "H", "H", "H", "H", "H", "H", "H", "H", "H", "H", "O", "H", "H", "O"],
  "coordinates": [[0.483, 0.859, 1.035], [1.415, -0.335, 0.786], [0.787, -1.679, 1.110], [0.021, -2.333, -0.042], [-0.382, 1.137, -0.184], [-0.217, 0.671, 1.843], [1.032, 1.767, 1.239], [1.770, -0.284, -0.241], [2.264, -0.135, 1.442], [1.573, -2.376, 1.412], [0.178, -1.677, 2.021], [-0.923, -1.818, -0.237], [-0.262, -3.348, 0.253], [0.627, -2.442, -0.936], [0.161, 0.902, -1.016], [-0.866, 2.041, -0.184], [-1.238, 0.574, -0.211], [0.393, 0.140, -3.740], [1.498, -0.090, -2.704], [0.793, 0.521, -2.946], [-3.134, 3.207, -0.122], [-3.046, 2.367, 1.187], [-2.925, 2.330, 0.234]],
  "total_charge": 1,
  "homo_ev": -15.2,
  "orbital_gap_ev": 12.23
}


Run two
{
  "formula": "C4H16NO2",
  "method": "the ωB97M-V functional and the def2-TZVPD basis",
  "symbols": ["C", "C", "C", "C", "N", "H", "H", "H", "H", "H", "H", "H", "H", "H", "H", "H", "H", "H", "H", "O", "H", "H", "O"],
  "coordinates": [[-0.544, 0.590, -0.219], [0.197, 0.187, 1.030], [-0.718, -0.411, 2.180], [-2.259, -0.477, 2.067], [0.237, 1.528, -1.334], [-1.152, 1.448, 0.041], [-0.823, -0.210, -0.893], [0.622, 1.048, 1.554], [1.143, -0.273, 0.743], [-0.459, 0.283, 2.995], [-0.299, -1.355, 2.545], [-2.530, 0.453, 1.557], [-2.532, -1.342, 1.474], [-2.720, -0.691, 3.032], [0.793, 0.893, -1.912], [-0.423, 2.037, -1.922], [0.725, 2.337, -0.937], [0.466, -0.762, -3.826], [0.644, -1.866, -2.871], [0.207, -1.015, -2.928], [3.369, -1.350, -0.302], [3.323, -0.249, -1.292], [2.733, -0.803, -0.785]],
  "total_charge": 1,
  "homo_ev": -14.2,
  "orbital_gap_ev": 10.96
}


Top of the stability list: run one, leading by 139.1 kJ/mol.


Run one
{
  "formula": "C10H19N3O4S",
  "method": "the ωB97M-V functional and the def2-TZVPD basis",
  "symbols": ["C", "N", "C", "O", "C", "C", "S", "N", "C", "O", "C", "N", "C", "C", "O", "C", "C", "O", "H", "H", "H", "H", "H", "H", "H", "H", "H", "H", "H", "H", "H", "H", "H", "H", "H", "H", "H"],
  "coordinates": [[4.582, 0.175, -0.505], [3.578, 0.785, 0.329], [2.509, 0.122, 0.838], [2.393, -1.100, 0.746], [1.397, 0.962, 1.465], [1.139, 0.588, 2.933], [-0.045, 1.844, 3.588], [0.139, 0.671, 0.839], [-0.173, 0.978, -0.419], [0.518, 1.743, -1.090], [-1.515, 0.437, -1.001], [-2.073, -0.775, -0.350], [-2.687, -0.838, 0.836], [-3.347, -2.138, 1.246], [-2.697, 0.103, 1.640], [-1.419, 0.306, -2.548], [-0.498, -0.780, -3.088], [-2.737, 0.119, -3.019], [5.007, -0.691, 0.026], [5.356, 0.867, -0.819], [4.056, -0.242, -1.379], [3.626, 1.803, 0.426], [1.598, 2.008, 1.394], [0.717, -0.400, 3.039], [2.050, 0.619, 3.563], [-1.114, 1.726, 2.759], [-0.470, 0.042, 1.367], [-2.190, 1.261, -0.799], [-2.053, -1.613, -0.909], [-2.578, -2.840, 1.519], [-3.880, -2.585, 0.435], [-4.024, -1.963, 2.068], [-1.056, 1.235, -2.982], [0.446, -0.709, -2.575], [-0.947, -1.763, -2.898], [-0.311, -0.703, -4.147], [-3.294, 0.747, -2.525]],
  "total_charge": 0,
  "smiles": "CNC(=O)[C@H](CS)NC(=O)[C@H](NC(C)=O)[C@@H](C)O",
  "homo_ev": -9.0,
  "orbital_gap_ev": 9.60
}


Run two
{
  "formula": "C10H19N3O4S",
  "method": "the ωB97M-V functional and the def2-TZVPD basis",
  "symbols": ["C", "S", "C", "C", "C", "N", "C", "O", "C", "N", "C", "C", "C", "N", "O", "C", "O", "O", "H", "H", "H", "H", "H", "H", "H", "H", "H", "H", "H", "H", "H", "H", "H", "H", "H", "H", "H"],
  "coordinates": [[-0.444, 5.257, -2.988], [0.681, 3.831, -3.163], [-0.267, 2.553, -2.139], [-0.162, 2.738, -0.607], [-0.880, 1.710, 0.177], [-0.296, 0.366, 0.071], [0.903, -0.016, 0.534], [1.726, 0.726, 1.020], [1.128, -1.504, 0.471], [2.577, -1.807, 0.303], [0.489, -2.315, 1.644], [0.686, -3.791, 1.345], [0.017, -4.692, 2.324], [0.098, -6.032, 2.013], [-0.767, -4.286, 3.168], [-2.378, 1.561, -0.146], [-2.932, 0.500, -0.471], [-3.104, 2.681, 0.042], [-1.222, 5.257, -3.772], [-0.939, 5.349, -2.048], [0.220, 6.154, -3.125], [-1.257, 2.582, -2.524], [0.182, 1.587, -2.394], [-0.552, 3.718, -0.428], [0.936, 2.710, -0.317], [-0.814, 2.002, 1.238], [-0.896, -0.336, -0.388], [0.708, -1.885, -0.478], [2.841, -1.608, -0.686], [3.074, -1.131, 0.965], [1.026, -2.029, 2.547], [-0.583, -2.073, 1.743], [0.376, -4.110, 0.379], [1.800, -4.020, 1.322], [-0.260, -6.701, 2.711], [0.805, -6.332, 1.357], [-2.522, 3.384, 0.303]],
  "total_charge": 0,
  "smiles": "CSCC[C@H](NC(=O)[C@@H](N)CCC(N)=O)C(=O)O",
  "homo_ev": -9.0,
  "orbital_gap_ev": 9.30
}


Top of the stability list: run one, leading by 12.7 kJ/mol.


Run one
{
  "formula": "C38H46NiOP2Si",
  "method": "the ωB97M-V functional and the def2-TZVPD basis",
  "symbols": ["Ni", "C", "C", "C", "C", "C", "C", "C", "C", "C", "H", "H", "H", "H", "H", "H", "H", "H", "H", "H", "H", "H", "H", "H", "H", "P", "P", "C", "C", "C", "C", "C", "C", "C", "C", "C", "C", "C", "C", "C", "C", "C", "C", "C", "C", "C", "C", "C", "C", "C", "C", "C", "C", "H", "H", "H", "H", "H", "H", "H", "H", "H", "H", "H", "H", "H", "H", "H", "H", "H", "H", "H", "H", "H", "H", "C", "Si", "C", "C", "O", "H", "H", "H", "H", "H", "H", "H", "H", "H"],
  "coordinates": [[0.039, 0.093, 4.785], [-2.257, 0.095, 5.625], [-2.088, -0.306, 4.317], [-2.501, 0.532, 3.138], [-1.345, 1.306, 2.465], [-0.372, 1.865, 3.456], [-0.690, 2.411, 4.680], [-2.062, 2.633, 5.224], [-2.608, 1.461, 6.087], [1.889, 0.217, 4.361], [-2.281, -0.663, 6.410], [-1.885, -1.365, 4.101], [-3.284, 1.239, 3.445], [-2.940, -0.136, 2.381], [-0.793, 0.631, 1.791], [-1.757, 2.104, 1.828], [0.640, 2.037, 3.076], [0.131, 2.822, 5.289], [-2.767, 2.869, 4.416], [-2.017, 3.529, 5.869], [-2.231, 1.585, 7.118], [-3.703, 1.563, 6.159], [2.352, -0.307, 5.215], [2.161, 1.285, 4.338], [2.133, -0.280, 3.402], [0.065, -2.226, -4.501], [2.001, 0.411, -4.772], [-0.556, -0.638, -5.126], [0.260, 0.442, -5.261], [-0.740, -3.431, -5.638], [-1.914, -3.134, -6.343], [-2.531, -4.117, -7.130], [-1.956, -5.384, -7.251], [-0.753, -5.668, -6.588], [-0.140, -4.699, -5.799], [-0.908, -2.388, -2.954], [-0.529, -1.528, -1.902], [-1.246, -1.535, -0.706], [-2.334, -2.404, -0.545], [-2.694, -3.274, -1.581], [-1.969, -3.286, -2.777], [2.696, 1.185, -6.326], [2.665, 0.384, -7.486], [3.042, 0.911, -8.720], [3.483, 2.238, -8.812], [3.562, 3.025, -7.658], [3.196, 2.492, -6.414], [2.109, 1.814, -3.614], [3.253, 1.886, -2.790], [3.425, 2.979, -1.947], [2.459, 3.993, -1.900], [1.308, 3.901, -2.690], [1.118, 2.797, -3.529], [-1.627, -0.558, -5.351], [-0.097, 1.369, -5.734], [-2.354, -2.143, -6.279], [-3.464, -3.879, -7.648], [-2.438, -6.144, -7.867], [-0.297, -6.653, -6.693], [0.801, -4.908, -5.292], [0.317, -0.852, -2.034], [-0.955, -0.860, 0.101], [-2.899, -2.400, 0.391], [-3.546, -3.948, -1.458], [-2.240, -3.986, -3.571], [2.321, -0.651, -7.413], [2.984, 0.285, -9.615], [3.760, 2.655, -9.780], [3.904, 4.060, -7.722], [3.284, 3.106, -5.517], [3.997, 1.088, -2.833], [4.324, 3.050, -1.327], [2.603, 4.858, -1.250], [0.552, 4.688, -2.661], [0.210, 2.709, -4.122], [1.619, -1.113, 9.251], [0.203, -0.300, 8.281], [-1.333, -0.958, 9.216], [0.296, 1.541, 8.763], [0.171, -0.602, 6.719], [1.469, -1.024, 10.338], [2.589, -0.664, 9.008], [1.678, -2.183, 9.008], [-1.215, -0.852, 10.307], [-2.264, -0.446, 8.937], [-1.472, -2.030, 9.009], [1.219, 2.002, 8.378], [-0.550, 2.134, 8.388], [0.314, 1.643, 9.861]],
  "s_squared": 2.014,
  "multiplicity": 3,
  "total_charge": 0,
  "homo_ev": [-7.8, -7.8],
  "orbital_gap_ev": [8.17, 7.52]
}


Run two
{
  "formula": "C38H46NiOP2Si",
  "method": "the ωB97M-V functional and the def2-TZVPD basis",
  "symbols": ["Ni", "C", "C", "C", "C", "C", "C", "C", "C", "C", "H", "H", "H", "H", "H", "H", "H", "H", "H", "H", "H", "H", "H", "H", "H", "P", "P", "C", "C", "C", "C", "C", "C", "C", "C", "C", "C", "C", "C", "C", "C", "C", "C", "C", "C", "C", "C", "C", "C", "C", "C", "C", "C", "H", "H", "H", "H", "H", "H", "H", "H", "H", "H", "H", "H", "H", "H", "H", "H", "H", "H", "H", "H", "H", "H", "C", "Si", "C", "C", "O", "H", "H", "H", "H", "H", "H", "H", "H", "H"],
  "coordinates": [[0.817, -0.620, -1.014], [-3.079, 0.499, 4.165], [-2.889, 0.413, 2.837], [-3.073, 1.519, 1.850], [-1.712, 2.028, 1.374], [-1.050, 2.928, 2.386], [-1.494, 3.294, 3.606], [-2.805, 3.091, 4.314], [-3.059, 1.717, 5.027], [1.956, -0.240, 0.472], [-3.190, -0.436, 4.727], [-2.609, -0.548, 2.398], [-3.701, 2.326, 2.241], [-3.606, 1.118, 0.978], [-1.028, 1.182, 1.218], [-1.832, 2.526, 0.394], [-0.095, 3.349, 2.058], [-0.787, 3.874, 4.216], [-3.702, 3.320, 3.717], [-2.771, 3.813, 5.146], [-2.333, 1.604, 5.859], [-4.045, 1.774, 5.528], [1.812, -0.993, 1.255], [1.713, 0.761, 0.872], [2.984, -0.237, 0.050], [-0.374, -1.723, -2.211], [1.226, 0.756, -2.464], [-1.287, -0.210, -2.596], [-0.532, 0.918, -2.861], [-0.341, -2.782, -3.647], [-1.339, -2.577, -4.612], [-1.424, -3.430, -5.704], [-0.505, -4.475, -5.843], [0.522, -4.649, -4.903], [0.618, -3.802, -3.800], [-1.086, -2.688, -0.841], [-0.481, -2.636, 0.435], [-1.242, -2.971, 1.564], [-2.546, -3.473, 1.395], [-3.079, -3.662, 0.109], [-2.345, -3.273, -1.018], [2.114, 0.707, -4.069], [1.812, -0.291, -5.017], [2.285, -0.173, -6.325], [3.120, 0.903, -6.669], [3.486, 1.845, -5.709], [3.003, 1.738, -4.410], [1.865, 2.270, -1.680], [3.185, 2.325, -1.185], [3.602, 3.449, -0.469], [2.705, 4.511, -0.281], [1.391, 4.441, -0.760], [0.957, 3.301, -1.436], [-2.366, -0.266, -2.676], [-0.875, 1.836, -3.342], [-2.047, -1.759, -4.488], [-2.217, -3.283, -6.438], [-0.586, -5.156, -6.690], [1.242, -5.460, -5.032], [1.403, -3.928, -3.054], [0.556, -2.338, 0.551], [-0.805, -2.844, 2.553], [-3.129, -3.754, 2.281], [-4.090, -4.042, -0.019], [-2.785, -3.324, -2.021], [1.202, -1.153, -4.730], [2.005, -0.917, -7.074], [3.496, 0.997, -7.687], [4.149, 2.675, -5.967], [3.310, 2.464, -3.663], [3.867, 1.485, -1.343], [4.620, 3.496, -0.071], [3.032, 5.396, 0.262], [0.695, 5.268, -0.611], [-0.068, 3.202, -1.789], [2.263, -1.924, 4.669], [0.765, -0.748, 4.424], [-0.558, -1.381, 5.657], [1.334, 0.947, 5.098], [0.217, -0.709, 2.952], [2.422, -2.139, 5.737], [3.176, -1.458, 4.271], [2.120, -2.881, 4.147], [-0.234, -1.257, 6.702], [-1.536, -0.897, 5.545], [-0.702, -2.454, 5.470], [2.386, 1.130, 4.827], [0.731, 1.770, 4.684], [1.275, 1.001, 6.196]],
  "s_squared": 2.014,
  "multiplicity": 3,
  "total_charge": 0,
  "homo_ev": [-6.5, -6.5],
  "orbital_gap_ev": [5.48, 4.87]
}


Top of the stability list: run one, leading by 369.2 kJ/mol.